(1)
DFT (wB97M-V/def2-TZVPD) results for a molecular structure, C19H32N3O3RuSSi2.

Values from the calculation:
- multiplicity = 6
- Kohn-Sham gap (alpha / beta) (eV) = 5.770 / 7.805
- E_LUMO (alpha / beta) (eV) = 0.2 / -0.5
- E (a.u.) = -2205.17596

Cartesian coordinates (Å):
Ru1 0.082400 0.444531 0.690049
C1 -0.871473 -4.190690 -1.343256
N1 -1.045565 -3.036866 -2.212002
C2 -1.249060 -3.345322 -3.614890
C3 -0.666090 -1.821200 -1.756611
O1 -0.268801 -1.669139 -0.607519
C4 -0.710832 -0.664572 -2.752349
O2 -0.541947 0.586969 -2.143827
C5 -1.658039 1.445256 -2.129850
C6 -2.429219 1.325497 -0.816677
O3 -2.154034 0.402488 -0.028752
N2 -3.408586 2.201333 -0.593752
C7 -4.098083 2.216678 0.688178
C8 -3.670317 3.311252 -1.501005
H1 -1.719001 -4.863673 -1.474507
H2 0.047362 -4.729482 -1.590022
H3 -0.817172 -3.862392 -0.311288
H4 -1.983655 -4.146650 -3.693572
H5 -1.633237 -2.493523 -4.167627
H6 -0.322839 -3.684161 -4.088354
H7 0.118704 -0.811682 -3.454060
H8 -1.638088 -0.688657 -3.331415
H9 -1.287743 2.462565 -2.246318
H10 -2.339549 1.219361 -2.959933
H11 -3.715902 1.412652 1.307836
H12 -3.909289 3.168978 1.186145
H13 -5.171077 2.093951 0.536065
H14 -2.873567 4.053774 -1.440200
H15 -3.781312 2.965940 -2.528851
H16 -4.610630 3.770981 -1.206309
C9 0.650981 -3.087754 2.133577
Si1 0.916772 -1.246322 2.424420
C10 0.388611 -0.888005 4.199135
C11 2.789148 -0.927216 2.307645
C12 3.610197 -1.562478 3.249046
C13 4.986230 -1.409702 3.249282
C14 5.580966 -0.600201 2.292049
C15 4.788295 0.038924 1.354408
C16 3.393805 -0.105171 1.335994
Si2 2.462835 0.850725 -0.021891
C17 3.029841 0.164872 -1.682473
C18 3.010621 2.647261 0.063276
H17 1.191920 -3.658625 2.893857
H18 1.022763 -3.382759 1.152850
H19 -0.405317 -3.354236 2.197501
H20 1.016116 -1.432892 4.909723
H21 -0.645862 -1.197468 4.359257
H22 0.464732 0.174257 4.435008
H23 3.163335 -2.197021 4.008228
H24 5.592246 -1.914644 3.991017
H25 6.655674 -0.465334 2.279804
H26 5.270485 0.673673 0.617872
H27 4.118904 0.243420 -1.750167
H28 2.598636 0.731019 -2.510131
H29 2.763723 -0.886683 -1.803239
H30 4.076587 2.732959 -0.167608
H31 2.843938 3.052033 1.062320
H32 2.454875 3.264348 -0.643750
S1 -0.427869 2.361458 2.252550
C19 -0.465721 3.255119 0.820477
N3 -0.566652 3.819486 -0.189136

Forces on atoms 1 to 3 (eV/Å):
Ru -0.5796 -0.3633 0.0349
C -0.0276 -0.0353 0.0165
N 0.0788 0.0480 -0.0376



(2)
DFT (wB97M-V/def2-TZVPD) results for a molecular structure, C38H32I2N7O2SeY.

Values from the calculation:
- Kohn-Sham gap (eV) = 5.854
- E_LUMO (eV) = -1.7
- E (a.u.) = -5036.44001

Cartesian coordinates (Å):
Y1 -0.196214 0.153812 0.215489
O1 0.420098 4.331920 -0.822928
C1 0.329617 3.268136 -0.217656
N1 -0.652571 2.356402 -0.197433
C2 -1.901408 2.556668 -0.826052
C3 -2.221721 3.582196 -1.714926
C4 -3.499776 3.660520 -2.253045
C5 -4.465780 2.728345 -1.910013
C6 -4.161331 1.698536 -1.029539
C7 -2.883171 1.598122 -0.488890
N2 -2.437643 0.547193 0.342056
C8 -3.281351 -0.132631 1.137788
O2 -4.487855 0.006064 1.289086
C9 -2.574661 -1.181541 1.983113
C10 -3.326880 -1.984945 2.819025
C11 -2.683547 -2.925611 3.607245
C12 -1.304078 -3.028485 3.540253
C13 -0.618197 -2.193722 2.677088
N3 -1.235439 -1.288573 1.905593
C14 1.494923 2.864292 0.674499
C15 2.497855 3.777178 0.939409
C16 3.554985 3.397363 1.752663
C17 3.579573 2.112136 2.267807
C18 2.544041 1.250704 1.949438
N4 1.520004 1.614432 1.169497
H1 -1.470678 4.314562 -1.963352
H2 -3.739033 4.464389 -2.937820
H3 -5.463934 2.799869 -2.323483
H4 -4.908109 0.972753 -0.747942
H5 -4.397213 -1.838471 2.828604
H6 -3.251119 -3.565471 4.270603
H7 -0.749209 -3.735073 4.140813
H8 0.463352 -2.246631 2.613441
H9 2.417107 4.760113 0.498032
H10 4.349431 4.096383 1.980527
H11 4.380208 1.760990 2.903182
H12 2.546892 0.233426 2.325263
C19 -4.571844 -2.964904 -1.951037
C20 -4.554014 -1.828933 -2.750171
C21 -3.428883 -1.023254 -2.795512
C22 -2.327185 -1.369735 -2.025209
C23 -2.337872 -2.498285 -1.215232
C24 -3.462339 -3.303534 -1.186648
N5 -1.148836 -0.569965 -1.983825
N6 -0.930967 0.126660 -2.983490
C25 0.288600 0.860104 -2.937268
C26 0.572101 1.649499 -4.033421
C27 1.784999 2.319888 -4.059025
C28 2.661612 2.150910 -3.003328
C29 2.280540 1.348264 -1.937490
N7 1.105170 0.727751 -1.888537
H13 -5.458563 -3.583935 -1.916433
H14 -5.427716 -1.561001 -3.329036
H15 -3.402392 -0.117999 -3.385432
H16 -1.461771 -2.753511 -0.627193
H17 -3.474305 -4.188573 -0.564775
H18 -0.156230 1.716187 -4.828563
H19 2.047377 2.957572 -4.891943
H20 3.624776 2.640471 -2.990352
H21 2.937058 1.198323 -1.088703
C30 6.206318 -5.241219 -5.038090
C31 4.976631 -4.659618 -4.396843
C32 4.799907 -3.288929 -4.292983
C33 3.667268 -2.735625 -3.702208
C34 3.551790 -1.241865 -3.603733
C35 2.689043 -3.593879 -3.193849
Se1 1.106354 -2.891042 -2.368828
C36 2.845680 -4.986442 -3.277929
C37 1.829975 -5.943801 -2.715832
C38 3.986015 -5.491435 -3.886406
H22 6.889309 -4.458497 -5.364942
H23 5.942378 -5.847004 -5.906595
H24 6.739550 -5.887386 -4.339038
H25 5.564698 -2.625268 -4.681625
H26 4.335491 -0.758037 -4.186033
H27 3.647117 -0.919295 -2.563739
H28 2.579741 -0.896302 -3.960075
H29 0.862941 -5.837196 -3.209058
H30 1.665757 -5.758437 -1.653421
H31 2.168201 -6.971338 -2.841691
H32 4.109745 -6.567019 -3.953177
I1 2.114730 -2.425661 0.005486
I2 3.275577 -2.281456 2.968497

Forces on atoms 1 to 3 (eV/Å):
Y 0.1752 0.0373 0.1361
O -0.0689 0.0234 0.0151
C 0.0785 -0.0454 0.0533



(3)
DFT (wB97M-V/def2-TZVPD) results for a molecular structure, C2H4O5Si2.

Values from the calculation:
- multiplicity = 3
- total charge = -2
- Kohn-Sham gap (alpha / beta) (eV) = 4.644 / 5.911
- E_LUMO (alpha / beta) (eV) = 6.5 / 4.8
- E (a.u.) = -1033.74399

Cartesian coordinates (Å):
C1 1.444360 -1.824265 -0.317554
C2 4.012728 0.551232 -0.112105
O1 2.072598 -2.882084 -0.283172
O2 4.517309 1.443064 0.646247
O3 0.101641 -1.726010 -0.447553
O4 4.583904 0.116019 -1.176966
O5 0.873582 0.658623 0.022906
Si1 -0.579388 -0.077134 -0.327003
Si2 2.157722 -0.178378 0.410799
H1 -1.418628 -0.586792 -1.509705
H2 -1.156013 1.367717 -0.728499
H3 -1.447893 -0.159720 1.001486
H4 2.102673 -0.341297 2.013843

Forces on atoms 1 to 3 (eV/Å):
C -0.2866 2.1443 -0.4807
C 1.8088 0.3588 -1.2500
O 1.5418 -2.5372 0.2503



(4)
DFT (wB97M-V/def2-TZVPD) results for a molecular structure, C24H22N4O3OsS3.

Values from the calculation:
- Kohn-Sham gap (alpha / beta) (eV) = 6.218 / 6.221
- E_LUMO (alpha / beta) (eV) = -1.8 / -1.8
- E (a.u.) = -2657.73959

Cartesian coordinates (Å):
Os1 0.389663 -0.261362 0.694809
C1 0.139187 3.368476 -4.750689
C2 -0.317500 2.144675 -4.012689
C3 -1.543126 2.145831 -3.344525
C4 -1.948752 1.057065 -2.599065
C5 -1.116039 -0.054486 -2.518305
C6 0.082880 -0.101792 -3.211585
C7 0.473323 1.001015 -3.953877
S1 -1.648411 -1.430118 -1.573337
O1 -0.794821 -2.547833 -1.859638
O2 -3.063891 -1.551553 -1.764336
N1 -1.341068 -0.992975 0.039558
C8 -2.293991 -1.260551 1.059148
C9 -3.493670 -1.932910 0.990647
C10 -4.302941 -2.086296 2.137095
C11 -3.936224 -1.600317 3.354974
C12 -2.691121 -0.944099 3.479862
C13 -2.186691 -0.461794 4.703834
C14 -0.946240 0.105662 4.749874
C15 -0.192206 0.208594 3.574874
N2 -0.654696 -0.209451 2.409294
C16 -1.891656 -0.791820 2.335843
H1 0.451960 4.132499 -4.035337
H2 -0.668697 3.787715 -5.350866
H3 0.979991 3.146694 -5.406145
H4 -2.175018 3.023510 -3.397813
H5 -2.897411 1.060531 -2.079123
H6 0.689516 -0.994689 -3.178748
H7 1.412418 0.976001 -4.492559
H8 -3.836602 -2.349657 0.062078
H9 -5.241374 -2.612671 2.025247
H10 -4.562869 -1.721419 4.228373
H11 -2.789517 -0.561843 5.597623
H12 -0.521172 0.473100 5.672177
H13 0.793856 0.645517 3.579038
S2 2.018742 1.368175 1.514439
C17 1.352566 2.543026 0.451934
S3 0.070578 1.804614 -0.427150
C18 1.765455 3.832861 0.271615
C19 2.847873 4.373124 1.023646
N3 3.728626 4.801750 1.627664
C20 1.121082 4.635847 -0.715258
N4 0.572915 5.270698 -1.504010
C21 2.192953 -1.542324 -0.827128
C22 2.494004 -2.099329 0.566794
C23 3.898201 -1.733334 1.021232
C24 2.253641 -3.599487 0.614936
O3 1.573119 -1.485450 1.491973
H14 3.047291 -1.670068 -1.493816
H15 2.051123 -0.436428 -0.793589
H16 1.331242 -2.029066 -1.279864
H17 4.642441 -2.219357 0.388881
H18 4.047805 -2.056114 2.051569
H19 4.044588 -0.654084 0.972329
H20 2.942086 -4.113543 -0.057865
H21 1.232095 -3.828923 0.309315
H22 2.414484 -3.971838 1.626640

Forces on atoms 1 to 3 (eV/Å):
Os -0.0028 -0.3145 0.1269
C 0.0052 -0.0107 0.0007
C -0.0450 0.0030 0.0222



Copy entry 3 word for word.
DFT (wB97M-V/def2-TZVPD) results for a molecular structure, C2H4O5Si2.

Values from the calculation:
- multiplicity = 3
- total charge = -2
- Kohn-Sham gap (alpha / beta) (eV) = 4.644 / 5.911
- E_LUMO (alpha / beta) (eV) = 6.5 / 4.8
- E (a.u.) = -1033.74399

Cartesian coordinates (Å):
C1 1.444360 -1.824265 -0.317554
C2 4.012728 0.551232 -0.112105
O1 2.072598 -2.882084 -0.283172
O2 4.517309 1.443064 0.646247
O3 0.101641 -1.726010 -0.447553
O4 4.583904 0.116019 -1.176966
O5 0.873582 0.658623 0.022906
Si1 -0.579388 -0.077134 -0.327003
Si2 2.157722 -0.178378 0.410799
H1 -1.418628 -0.586792 -1.509705
H2 -1.156013 1.367717 -0.728499
H3 -1.447893 -0.159720 1.001486
H4 2.102673 -0.341297 2.013843

Forces on atoms 1 to 3 (eV/Å):
C -0.2866 2.1443 -0.4807
C 1.8088 0.3588 -1.2500
O 1.5418 -2.5372 0.2503



Question: The highest E belongs to which entry?
Answer: C2H4O5Si2



Question: Which of these has the highest E?
Answer: C2H4O5Si2